Here is C76H204F3N18O20Sr as an isolated structure at a distorted geometry from OMol25. Energies are from the ωB97M-V functional and the def2-TZVPD basis.

Summary:
- Total charge: +1
- LUMO level: -0.098 hartree
- E_HOMO: -9.608 eV

Positions of all 322 atoms, in Å:
Sr (9.76, 13.38, 6.72)
C (6.21, 12.46, 8.30)
O (5.13, 12.46, 7.35)
O (7.30, 13.15, 7.67)
C (5.82, 12.85, 9.81)
F (6.89, 12.98, 10.59)
F (5.18, 13.99, 9.92)
F (5.08, 11.88, 10.39)
C (4.03, 11.59, 7.58)
C (3.14, 11.83, 6.45)
H (2.35, 11.10, 6.65)
H (2.66, 12.80, 6.33)
H (3.61, 11.66, 5.48)
H (3.48, 11.73, 8.51)
H (4.37, 10.55, 7.53)
H (6.44, 11.40, 8.45)
C (9.68, 10.97, 9.85)
C (10.81, 10.74, 8.88)
C (11.31, 9.23, 8.81)
O (11.93, 8.79, 10.04)
C (13.24, 9.29, 10.19)
N (10.20, 11.02, 7.57)
H (9.98, 10.64, 10.84)
H (8.76, 10.53, 9.47)
H (9.59, 12.06, 9.81)
H (11.65, 11.40, 9.08)
H (11.99, 9.19, 7.97)
H (10.46, 8.55, 8.69)
H (13.24, 10.35, 9.95)
H (13.98, 8.89, 9.50)
H (13.69, 9.16, 11.18)
H (10.81, 10.65, 6.86)
H (9.50, 10.30, 7.56)
C (1.09, 15.79, 6.29)
C (-0.31, 16.43, 6.35)
C (-0.46, 17.78, 5.60)
O (-1.78, 18.37, 5.80)
C (-1.81, 19.78, 5.26)
N (-1.20, 15.46, 5.76)
H (1.32, 15.55, 5.25)
H (1.27, 14.89, 6.87)
H (1.84, 16.49, 6.66)
H (-0.65, 16.64, 7.36)
H (-0.26, 17.71, 4.53)
H (0.21, 18.51, 6.05)
H (-1.75, 19.71, 4.18)
H (-1.02, 20.42, 5.67)
H (-2.77, 20.24, 5.48)
H (-1.28, 15.51, 4.75)
H (-2.14, 15.76, 5.95)
C (9.82, 17.62, 4.68)
C (9.83, 16.43, 5.65)
C (9.07, 16.79, 7.03)
O (9.30, 15.70, 7.92)
C (8.54, 15.77, 9.17)
N (9.28, 15.24, 5.00)
H (10.51, 17.56, 3.84)
H (10.23, 18.51, 5.16)
H (8.84, 17.84, 4.26)
H (10.86, 16.19, 5.94)
H (8.01, 16.98, 6.87)
H (9.54, 17.68, 7.45)
H (8.58, 16.76, 9.63)
H (8.92, 15.08, 9.93)
H (7.52, 15.46, 8.96)
H (8.45, 15.49, 4.49)
H (9.87, 15.09, 4.20)
C (4.75, 7.14, 11.84)
C (5.26, 8.58, 11.87)
C (5.95, 8.95, 10.52)
O (6.85, 7.92, 10.14)
C (8.06, 7.91, 10.93)
N (4.06, 9.29, 12.16)
H (5.57, 6.44, 11.68)
H (4.18, 6.94, 10.94)
H (4.21, 6.90, 12.76)
H (5.97, 8.65, 12.70)
H (6.31, 9.98, 10.46)
H (5.30, 8.93, 9.64)
H (8.03, 7.04, 11.59)
H (8.25, 8.80, 11.53)
H (8.86, 7.77, 10.21)
H (3.52, 9.15, 11.32)
H (4.24, 10.28, 12.17)
C (8.47, 6.89, 6.69)
C (7.58, 8.05, 6.17)
C (6.15, 7.65, 5.76)
O (5.49, 8.76, 5.25)
C (4.12, 8.60, 4.97)
N (7.59, 9.06, 7.20)
H (9.46, 7.19, 7.04)
H (8.57, 6.17, 5.88)
H (8.06, 6.35, 7.55)
H (8.08, 8.39, 5.26)
H (5.64, 7.26, 6.64)
H (6.24, 6.88, 4.99)
H (3.64, 8.34, 5.91)
H (3.86, 7.77, 4.31)
H (3.75, 9.53, 4.53)
H (7.21, 8.60, 8.02)
H (6.90, 9.74, 6.91)
C (10.48, 14.54, 12.55)
C (11.47, 15.73, 12.72)
C (11.17, 16.98, 11.81)
O (11.32, 16.75, 10.41)
C (11.42, 17.93, 9.69)
N (11.63, 16.03, 14.14)
H (9.45, 14.85, 12.71)
H (10.70, 13.77, 13.29)
H (10.53, 14.22, 11.51)
H (12.45, 15.36, 12.42)
H (11.77, 17.80, 12.20)
H (10.18, 17.39, 12.01)
H (11.39, 17.62, 8.64)
H (12.40, 18.38, 9.85)
H (10.57, 18.58, 9.89)
H (12.01, 15.15, 14.47)
H (12.45, 16.61, 14.24)
C (2.19, 7.52, 8.89)
C (1.26, 8.75, 9.07)
C (-0.27, 8.44, 9.21)
O (-0.89, 7.97, 7.99)
C (-1.14, 8.95, 6.95)
N (1.78, 9.38, 10.22)
H (1.86, 6.94, 8.03)
H (2.10, 6.79, 9.69)
H (3.27, 7.68, 8.86)
H (1.30, 9.38, 8.19)
H (-0.82, 9.32, 9.56)
H (-0.44, 7.66, 9.96)
H (-1.37, 9.88, 7.46)
H (-2.10, 8.65, 6.53)
H (-0.33, 9.05, 6.22)
H (1.40, 10.30, 10.35)
H (1.53, 8.91, 11.08)
C (8.00, 12.33, 15.20)
C (8.84, 11.33, 16.00)
C (10.08, 10.75, 15.31)
O (9.70, 9.90, 14.20)
C (10.83, 9.22, 13.64)
N (9.17, 11.90, 17.31)
H (7.02, 12.25, 15.67)
H (7.85, 12.03, 14.17)
H (8.31, 13.37, 15.28)
H (8.18, 10.48, 16.18)
H (10.65, 10.31, 16.13)
H (10.74, 11.52, 14.93)
H (11.35, 10.03, 13.13)
H (10.56, 8.50, 12.86)
H (11.45, 8.78, 14.43)
H (9.70, 12.74, 17.12)
H (8.32, 12.26, 17.71)
C (-4.01, 11.46, 7.51)
C (-3.19, 12.30, 6.54)
C (-3.87, 12.66, 5.19)
O (-4.16, 11.44, 4.51)
C (-2.95, 10.83, 3.91)
N (-2.77, 13.50, 7.32)
H (-4.26, 10.51, 7.03)
H (-4.92, 12.04, 7.66)
H (-3.44, 11.33, 8.43)
H (-2.22, 11.82, 6.45)
H (-3.22, 13.25, 4.55)
H (-4.82, 13.16, 5.39)
H (-2.22, 11.58, 3.60)
H (-3.27, 10.25, 3.05)
H (-2.57, 10.11, 4.63)
H (-3.49, 14.20, 7.27)
H (-1.98, 14.02, 7.00)
C (-2.33, 14.94, -1.06)
C (-1.40, 13.87, -0.61)
C (-0.50, 14.23, 0.58)
O (0.54, 15.28, 0.35)
C (1.52, 15.52, 1.41)
N (-2.23, 12.68, -0.39)
H (-1.71, 15.84, -1.13)
H (-3.06, 15.12, -0.28)
H (-2.82, 14.72, -2.01)
H (-0.79, 13.58, -1.46)
H (0.07, 13.35, 0.87)
H (-1.02, 14.54, 1.48)
H (1.08, 16.05, 2.26)
H (2.28, 16.21, 1.06)
H (2.05, 14.63, 1.76)
H (-2.39, 12.24, -1.28)
H (-1.67, 11.99, 0.08)
C (4.65, 16.46, 3.20)
C (5.85, 16.32, 4.16)
C (5.40, 15.51, 5.42)
O (4.42, 16.23, 6.21)
C (4.21, 15.69, 7.46)
N (6.93, 15.64, 3.44)
H (3.78, 16.99, 3.59)
H (4.26, 15.50, 2.88)
H (5.00, 17.00, 2.32)
H (6.22, 17.28, 4.52)
H (6.29, 15.16, 5.94)
H (4.95, 14.58, 5.10)
H (5.18, 15.59, 7.94)
H (3.66, 14.75, 7.53)
H (3.62, 16.39, 8.06)
H (6.62, 14.70, 3.23)
H (7.07, 16.17, 2.59)
C (1.60, 3.06, 8.44)
C (2.94, 2.57, 7.93)
C (4.17, 3.14, 8.67)
O (4.27, 4.53, 8.63)
C (5.49, 5.10, 9.18)
N (2.87, 1.11, 7.92)
H (1.35, 2.97, 9.49)
H (0.76, 2.70, 7.84)
H (1.40, 4.13, 8.30)
H (3.00, 2.88, 6.88)
H (5.04, 2.78, 8.11)
H (4.22, 2.86, 9.72)
H (5.41, 5.04, 10.26)
H (5.74, 6.14, 8.95)
H (6.39, 4.57, 8.88)
H (3.58, 0.54, 7.48)
H (2.76, 0.72, 8.85)
C (2.41, 10.19, 16.14)
C (2.23, 11.55, 15.38)
C (3.53, 12.37, 15.30)
O (3.32, 13.53, 14.49)
C (4.64, 14.06, 14.27)
N (1.73, 11.28, 14.06)
H (3.20, 9.62, 15.64)
H (1.49, 9.61, 16.13)
H (2.76, 10.33, 17.17)
H (1.58, 12.17, 16.00)
H (4.29, 11.68, 14.94)
H (3.88, 12.76, 16.26)
H (5.24, 14.13, 15.18)
H (4.46, 15.07, 13.90)
H (5.20, 13.51, 13.51)
H (2.54, 11.10, 13.48)
H (1.36, 12.17, 13.75)
C (13.18, 15.17, 7.71)
C (12.86, 13.96, 8.49)
C (13.60, 13.95, 9.82)
O (13.30, 12.70, 10.50)
C (13.95, 12.40, 11.73)
N (11.41, 13.97, 8.81)
H (12.64, 15.29, 6.77)
H (14.22, 15.39, 7.50)
H (12.94, 16.08, 8.27)
H (13.07, 13.06, 7.91)
H (13.34, 14.68, 10.58)
H (14.67, 14.01, 9.60)
H (15.03, 12.43, 11.63)
H (13.73, 11.36, 11.97)
H (13.64, 13.01, 12.58)
H (11.22, 13.14, 9.36)
H (11.24, 14.76, 9.43)
C (0.70, 11.26, 2.81)
C (0.93, 10.71, 1.37)
C (1.69, 9.39, 1.31)
O (1.04, 8.27, 2.04)
C (1.83, 7.12, 1.96)
N (-0.49, 10.55, 0.87)
H (0.18, 10.58, 3.48)
H (0.10, 12.18, 2.78)
H (1.65, 11.45, 3.30)
H (1.41, 11.45, 0.73)
H (2.69, 9.63, 1.66)
H (1.80, 9.07, 0.27)
H (1.65, 6.79, 0.94)
H (1.30, 6.41, 2.59)
H (2.89, 7.16, 2.20)
H (-0.37, 10.02, 0.02)
H (-0.88, 9.84, 1.47)
C (2.55, 15.40, 11.55)
C (1.36, 14.48, 11.41)
C (1.75, 13.15, 10.66)
O (0.58, 12.51, 10.15)
C (0.10, 13.09, 8.95)
N (0.84, 14.31, 12.79)
H (2.38, 16.21, 12.25)
H (2.61, 15.95, 10.61)
H (3.48, 14.86, 11.76)
H (0.56, 14.99, 10.87)
H (2.24, 12.44, 11.33)
H (2.46, 13.47, 9.90)
H (-0.93, 12.76, 8.84)
H (0.65, 12.83, 8.04)
H (0.16, 14.16, 9.12)
H (0.49, 15.20, 13.12)
H (1.68, 14.15, 13.31)
C (8.72, 11.44, 2.77)
C (7.85, 12.20, 3.77)
C (6.30, 11.97, 3.70)
O (5.77, 12.14, 2.35)
C (4.37, 11.96, 2.27)
N (8.32, 11.98, 5.11)
H (8.28, 10.48, 2.51)
H (9.75, 11.27, 3.10)
H (8.83, 12.11, 1.92)
H (8.01, 13.27, 3.62)
H (5.78, 12.65, 4.38)
H (6.09, 10.95, 4.00)
H (3.87, 12.74, 2.84)
H (4.14, 11.00, 2.74)
H (4.06, 11.88, 1.23)
H (8.42, 10.97, 5.13)
H (7.55, 12.12, 5.74)
C (4.65, 21.96, 15.12)
C (4.99, 21.58, 13.66)
C (4.90, 20.06, 13.36)
O (5.12, 19.85, 11.91)
C (5.08, 18.41, 11.51)
N (4.06, 22.42, 12.90)
H (3.76, 21.38, 15.39)
H (4.37, 22.99, 15.31)
H (5.54, 21.66, 15.67)
H (6.03, 21.87, 13.50)
H (3.87, 19.74, 13.54)
H (5.63, 19.50, 13.95)
H (4.06, 18.03, 11.55)
H (5.67, 17.80, 12.18)
H (5.42, 18.35, 10.47)
H (4.16, 22.24, 11.91)
H (4.35, 23.38, 12.95)

Atom charges from the Löwdin analysis, given in e for atoms 1 to 5: number 1, Sr, carries 1.472; number 2, C, carries -0.355; number 3, O, carries -0.103; number 4, O, carries -0.329; number 5, C, carries -0.572


Here is a 7-piece molecular cluster, C11H36O7 overall at a distorted geometry from OMol25. Energies are from the ωB97M-V functional and the def2-TZVPD basis.

Summary:
- Energy relative to the best compared isomer or geometry (same formula, charge and spin): 0.000 eV
- Total charge: +1
- LUMO level (spin up / spin down): -0.087 / -0.334 hartree
- <S²>: 0.75
- E_HOMO (spin up / spin down): -12.559 / -12.559 eV
- Multiplicity: 2

Positions of all 54 atoms, in Å:
C (-2.09, 0.04, -2.78)
C (-2.01, -1.47, -2.53)
C (-2.29, -2.24, -3.80)
O (-0.65, -1.78, -2.25)
H (-1.70, 0.61, -1.94)
H (-3.12, 0.27, -3.06)
H (-1.53, 0.29, -3.68)
H (-2.73, -1.70, -1.75)
H (-1.64, -1.90, -4.60)
H (-3.36, -2.24, -3.99)
H (-2.08, -3.31, -3.71)
H (-0.32, -1.01, -1.78)
C (0.50, 4.73, 0.73)
C (1.30, 3.75, -0.07)
C (2.40, 3.12, 0.76)
O (0.36, 2.75, -0.45)
H (-0.06, 4.33, 1.57)
H (-0.18, 5.34, 0.13)
H (1.23, 5.43, 1.14)
H (1.64, 4.16, -1.02)
H (2.83, 2.30, 0.18)
H (2.08, 2.68, 1.71)
H (3.22, 3.82, 0.95)
H (-0.27, 3.26, -0.97)
C (-2.19, 0.77, 1.51)
O (-3.37, 1.26, 0.96)
H (-2.03, -0.29, 1.31)
H (-1.29, 1.26, 1.16)
H (-2.17, 0.81, 2.60)
H (-3.65, 2.04, 1.45)
C (0.89, -0.64, 0.54)
O (0.34, 0.03, -0.58)
H (0.80, -0.03, 1.45)
H (0.22, -1.49, 0.64)
H (1.94, -0.89, 0.40)
H (0.36, 0.97, -0.41)
C (-0.78, -1.30, 4.15)
O (0.09, -0.84, 5.23)
H (-0.36, -0.96, 3.20)
H (-0.78, -2.39, 4.07)
H (-1.79, -0.91, 4.25)
H (0.99, -0.91, 4.91)
C (-1.57, -3.76, 0.53)
O (-2.03, -5.06, 0.89)
H (-1.79, -3.60, -0.53)
H (-2.08, -2.97, 1.08)
H (-0.51, -3.72, 0.76)
H (-1.37, -5.65, 0.51)
C (4.76, -0.59, -1.64)
O (6.10, -0.80, -1.14)
H (4.11, -0.22, -0.85)
H (4.68, 0.17, -2.42)
H (4.36, -1.51, -2.06)
H (6.55, -0.01, -0.81)

Atom charges from the natural (NBO) analysis, given in e for atoms 1 to 5: number 1, C, carries -0.628; number 2, C, carries 0.026; number 3, C, carries -0.637; number 4, O, carries -0.199; number 5, H, carries 0.250


Listing energy for the structures above in their given order: -158864.8907, -26310.8821 eV.